{"formula": "CH4N4O2", "method": "wB97M-V/def2-TZVPD", "orbital_gap_ev": 9.72, "smiles": "O=[N+]([O-])N1CNN1", "fmax_ev_per_a": 3.4, "lumo_energy_ha": 0.0185, "multiplicity": 1, "e_tot_ha": -409.780249, "symbols": ["O", "O", "N", "N", "N", "N", "C", "H", "H", "H", "H"], "xyz": [[-2.977240, -1.158564, -0.166143], [-3.270703, 0.977423, 0.026755], [0.640535, 0.451697, -0.445080], [-0.476888, 1.334040, -0.262597], [-1.287185, 0.118216, 0.307207], [-2.604244, -0.023156, 0.003671], [-0.204234, -0.719883, -0.223282], [-0.365249, 2.048139, 0.457805], [-0.479738, -1.203033, -1.165684], [1.358901, 0.551378, 0.272370], [0.165093, -1.460004, 0.491583]], "atomic_forces_ev_per_a": [[-0.16, -0.72, -0.18], [-0.27, 0.47, -0.09], [0.75, -0.32, 0.07], [-2.44, -0.90, 0.12], [2.40, 2.31, 0.46], [0.19, 0.22, -0.30], [-0.14, -0.76, -0.43], [0.19, -0.38, 0.22], [-0.05, -0.01, 0.13], [-0.46, -0.01, 0.14], [-0.01, 0.10, -0.15]], "lowdin_charge": [0.08, 0.09, -0.05, 0.05, 0.00, -0.46, -0.15, 0.11, 0.12, 0.11, 0.12]}

{"formula": "CH4N4O3P", "method": "wB97M-V/def2-TZVPD", "orbital_gap_ev": 10.45, "smiles": "O=P(O)(O)c1nn[nH][nH+]1", "fmax_ev_per_a": 0.7, "total_charge": 1, "lumo_energy_ha": -0.2015, "multiplicity": 1, "e_tot_ha": -826.373836, "symbols": ["P", "O", "O", "O", "N", "N", "N", "N", "C", "H", "H", "H", "H"], "xyz": [[1.534106, 0.047608, 0.252148], [1.450335, 0.369616, 1.669994], [2.174647, -1.313301, -0.192608], [2.191372, 1.121931, -0.666340], [-2.318700, 0.168107, 0.136402], [-2.197293, -0.408042, -1.013914], [-0.917904, -0.563312, -1.248302], [-1.131720, 0.398445, 0.671885], [-0.247388, -0.063730, -0.206876], [1.970598, 1.118538, -1.611399], [1.641538, -2.093046, 0.047087], [-0.943355, 0.810444, 1.587572], [-3.206234, 0.406741, 0.574350]], "atomic_forces_ev_per_a": [[0.42, -0.09, 0.40], [-0.06, 0.10, -0.07], [-0.66, -0.07, -0.22], [-0.38, 0.03, -0.12], [-0.19, 0.10, 0.19], [-0.08, 0.00, -0.02], [0.03, 0.01, -0.09], [0.14, -0.03, -0.02], [0.00, 0.07, -0.04], [0.31, -0.09, 0.06], [0.49, 0.04, 0.03], [-0.02, -0.03, 0.00], [0.00, -0.04, -0.10]], "lowdin_charge": [0.42, -0.22, -0.06, -0.04, 0.08, 0.12, 0.12, 0.16, -0.24, 0.12, 0.12, 0.21, 0.22]}

{"formula": "CH4N4S", "method": "wB97M-V/def2-TZVPD", "orbital_gap_ev": 9.84, "smiles": "[H]/N=N/SC.N#N", "fmax_ev_per_a": 2.6, "lumo_energy_ha": 0.0296, "multiplicity": 1, "e_tot_ha": -657.675414, "symbols": ["S", "N", "N", "N", "N", "C", "H", "H", "H", "H"], "xyz": [[0.139750, 0.200808, 0.964072], [-1.129013, -1.548271, -0.334019], [-0.103780, -0.857821, -0.247760], [-2.616900, 1.115536, -0.110497], [-3.300787, 0.295196, -0.314947], [1.792404, 0.711967, 0.389989], [1.799845, 0.164236, -0.566576], [2.642095, 0.269727, 0.995652], [1.836731, 1.778239, 0.473327], [-1.060340, -2.129619, -1.249245]], "atomic_forces_ev_per_a": [[0.39, 0.73, 1.50], [-0.02, -0.73, -0.81], [-0.01, -1.52, -2.16], [0.02, 0.44, 0.03], [-0.33, -0.22, -0.09], [0.47, -1.97, 1.02], [0.33, 1.13, -0.07], [-1.17, 0.45, -0.37], [0.17, 0.54, -0.72], [0.14, 1.13, 1.66]], "lowdin_charge": [0.80, -0.07, -0.53, -0.01, 0.02, -0.37, 0.02, 0.05, 0.01, 0.08]}

{"formula": "CH4N4S", "method": "wB97M-V/def2-TZVPD", "orbital_gap_ev": [7.29, 8.32], "smiles": "NN1CSN=N1", "fmax_ev_per_a": 4.3, "lumo_energy_ha": [-0.0234, -0.0072], "multiplicity": 1, "e_tot_ha": -657.526934, "symbols": ["S", "N", "N", "N", "N", "C", "H", "H", "H", "H"], "xyz": [[2.756620, 0.562365, 0.185975], [2.716203, -0.973006, 0.184319], [-0.567876, -0.714464, 0.639969], [0.432073, -0.536612, -0.373513], [1.276173, -1.511003, -0.498489], [0.899740, 0.779870, -0.459870], [-1.469152, -0.865448, 0.192317], [0.307003, 1.465971, 0.137623], [-0.335031, -1.541376, 1.185971], [1.057497, 1.126510, -1.479732]], "atomic_forces_ev_per_a": [[-0.61, 1.79, 0.00], [-2.83, -2.85, -1.44], [-0.23, 0.01, 0.21], [-0.92, 0.56, 0.32], [3.45, 0.08, 1.22], [0.82, 0.51, -0.10], [0.25, -0.07, -0.04], [-0.01, -0.05, -0.05], [0.14, 0.08, -0.19], [-0.06, -0.06, 0.07]], "lowdin_charge": [0.80, -0.45, 0.08, -0.42, 0.02, -0.33, 0.08, 0.07, 0.08, 0.07]}

{"formula": "CH4N5", "method": "wB97M-V/def2-TZVPD", "orbital_gap_ev": 9.81, "fmax_ev_per_a": 5.7, "total_charge": 1, "lumo_energy_ha": -0.2514, "multiplicity": 1, "e_tot_ha": -313.806869, "symbols": ["N", "N", "N", "N", "N", "C", "H", "H", "H", "H"], "xyz": [[-3.092572, -0.615728, -0.203274], [-0.922897, -0.484878, -0.035546], [-1.937004, 1.086571, 0.334662], [-3.011415, 0.565418, 0.145433], [-1.895700, -1.154521, -0.314553], [0.434459, -0.653084, 0.018617], [0.819871, -0.325366, 0.960169], [0.635500, -1.757420, -0.148086], [0.956572, 0.077299, -0.525717], [-1.883562, 1.945500, 1.007563]], "atomic_forces_ev_per_a": [[-3.20, -2.63, -1.27], [-5.33, 1.97, 0.70], [2.17, 0.88, 1.05], [-0.42, 2.48, 1.09], [3.90, -0.33, -0.01], [2.10, -2.14, 0.70], [-0.24, -0.44, 1.39], [0.20, 1.51, -0.13], [0.49, 0.46, -2.05], [0.32, -1.76, -1.46]], "lowdin_charge": [0.04, 0.03, 0.21, -0.01, 0.13, 0.00, 0.11, 0.16, 0.11, 0.22]}

{"formula": "CH4N6O", "method": "wB97M-V/def2-TZVPD", "orbital_gap_ev": 10.04, "smiles": "Nn1nnn(N)c1=O", "fmax_ev_per_a": 8.0, "lumo_energy_ha": 0.0175, "multiplicity": 1, "e_tot_ha": -444.095428, "symbols": ["O", "N", "N", "N", "N", "N", "N", "C", "H", "H", "H", "H"], "xyz": [[0.271612, 1.816228, -0.038656], [-2.364522, 0.328730, 0.117495], [-1.064733, -0.149532, -0.029856], [-0.691435, -1.480991, 0.084563], [0.934526, -0.250826, -0.234982], [2.240720, 0.110633, 0.147052], [0.525683, -1.565500, -0.111077], [0.073811, 0.685952, -0.120096], [-2.566358, 0.871387, 1.000120], [2.868088, 0.943626, -0.324998], [2.486050, -0.088171, 1.362045], [-2.465211, 0.680037, -0.819714]], "atomic_forces_ev_per_a": [[-0.26, 5.96, 0.21], [0.64, -1.15, 0.29], [-0.60, 0.51, 1.33], [-2.42, 0.65, -0.53], [7.81, -1.75, -0.04], [3.59, -0.41, 3.02], [0.92, 1.37, 0.46], [-4.43, -4.11, 0.40], [0.67, -0.48, -1.91], [-3.13, -2.94, 1.46], [-1.30, 1.19, -5.21], [-1.49, 1.16, 0.52]], "lowdin_charge": [0.14, 0.09, -0.14, 0.06, -0.17, -0.01, 0.07, -0.62, 0.13, 0.16, 0.21, 0.09]}

{"formula": "CH4N6O", "method": "wB97M-V/def2-TZVPD", "orbital_gap_ev": 9.70, "smiles": "NNc1nnnn1O", "fmax_ev_per_a": 5.0, "lumo_energy_ha": 0.0104, "multiplicity": 1, "e_tot_ha": -444.125503, "symbols": ["O", "N", "N", "N", "N", "N", "N", "C", "H", "H", "H", "H"], "xyz": [[1.997510, -1.531702, 0.986723], [-1.045419, -2.816367, 0.127031], [-1.330856, -1.536864, -0.128450], [0.692832, -1.852069, 0.431109], [0.156111, -3.048542, 0.447006], [-1.051260, 1.274488, -0.587399], [0.068356, 0.383994, -0.171869], [-0.227680, -0.868871, 0.009201], [-1.595426, 1.393867, 0.279140], [1.018740, 0.673407, -0.449491], [-1.730987, 0.646197, -1.059095], [2.608775, -2.038294, 0.303015]], "atomic_forces_ev_per_a": [[-0.42, -2.36, -3.34], [-1.64, -2.24, -0.25], [-0.80, 0.86, -0.53], [2.49, 3.69, 0.26], [-0.27, 0.32, 0.48], [0.19, -1.67, 0.81], [-0.33, 3.71, -0.83], [2.01, -4.34, 1.44], [0.61, 0.43, -0.07], [-1.18, -0.22, 0.24], [0.81, 0.29, -0.34], [-1.47, 1.53, 2.12]], "lowdin_charge": [0.01, -0.07, 0.05, -0.14, 0.03, 0.05, 0.00, -0.41, 0.08, 0.16, 0.07, 0.17]}

{"formula": "CH4NO2", "method": "wB97M-V/def2-TZVPD", "orbital_gap_ev": 6.79, "fmax_ev_per_a": 1.4, "total_charge": -1, "lumo_energy_ha": 0.1781, "multiplicity": 1, "e_tot_ha": -245.735070, "symbols": ["O", "O", "N", "C", "H", "H", "H", "H"], "xyz": [[-1.036398, -1.201803, -1.799297], [-0.352038, -0.636818, 1.496047], [0.883244, 1.023448, 0.640413], [-0.348728, 0.234056, 0.635712], [1.369643, 1.062310, 1.535777], [0.662997, 1.950364, 0.299206], [-0.875406, -0.596848, -1.057106], [-0.303315, -1.834707, -1.750755]], "atomic_forces_ev_per_a": [[0.17, -0.98, -1.01], [-0.23, -0.42, 0.51], [-0.57, 0.38, -0.34], [0.82, 0.12, -0.16], [-0.07, -0.17, 0.19], [0.23, 0.06, -0.08], [-0.01, 0.69, 0.82], [-0.34, 0.34, 0.09]], "lowdin_charge": [-0.15, -0.19, -0.07, -0.54, 0.02, 0.00, -0.08, 0.01]}

{"formula": "CH4NO2", "method": "wB97M-V/def2-TZVPD", "orbital_gap_ev": 8.99, "fmax_ev_per_a": 4.2, "total_charge": 1, "lumo_energy_ha": -0.2909, "multiplicity": 1, "e_tot_ha": -245.308585, "symbols": ["O", "O", "N", "C", "H", "H", "H", "H"], "xyz": [[2.482724, -1.128651, -1.003706], [-0.635355, -0.917535, 0.113111], [2.014654, -0.063332, -0.813725], [1.379395, 0.910052, -0.413000], [-0.362148, -1.730145, 0.554449], [1.620901, 1.933198, -0.472580], [0.344560, 0.560419, -0.201902], [-1.627804, -1.120172, -0.030390]], "atomic_forces_ev_per_a": [[-1.41, 3.91, 0.40], [-2.59, -0.89, -0.32], [1.58, -3.74, -0.14], [-0.67, -0.94, -0.56], [0.27, 0.00, 0.19], [0.83, 1.11, -0.06], [-0.24, -0.27, 0.33], [2.22, 0.83, 0.15]], "lowdin_charge": [0.33, -0.08, 0.04, 0.22, 0.07, 0.15, 0.13, 0.14]}

{"formula": "CH4NO2", "method": "wB97M-V/def2-TZVPD", "orbital_gap_ev": [8.86, 9.76], "fmax_ev_per_a": 3.8, "total_charge": 1, "lumo_energy_ha": [-0.2230, -0.2170], "multiplicity": 1, "e_tot_ha": -245.220076, "symbols": ["O", "O", "N", "C", "H", "H", "H", "H"], "xyz": [[-0.307976, 1.001492, -0.852079], [-0.840268, 2.174023, -1.137871], [0.633382, -0.719824, 0.307931], [-0.604952, 0.083796, -0.025536], [1.247953, -0.430864, -0.384673], [0.326230, -1.743399, 0.486273], [-1.560806, -0.178223, 0.571390], [1.106436, -0.186999, 1.034565]], "atomic_forces_ev_per_a": [[1.43, -0.24, 0.30], [-0.87, -0.82, 0.36], [-3.59, 0.15, 1.18], [-1.78, -0.26, 1.13], [1.87, -0.88, -3.00], [1.59, 1.84, -0.37], [1.60, 0.97, -1.19], [-0.24, -0.77, 1.59]], "lowdin_charge": [-0.06, 0.07, 0.26, -0.04, 0.14, 0.24, 0.21, 0.18]}